DFT (the ωB97M-V functional and the def2-TZVPD basis) results for an isolated molecule of C6H13N in a non-equilibrium geometry.

Calculated values
Energy relative to the best compared isomer or geometry (same formula, charge and spin) in kcal per mole: 44.2
HOMO-LUMO gap in eV: 9.03
E in eV: -7920.91787
Structure (SMILES): CCN1CCCC1
Maximum force in eV/A: 3.743

Structure (XYZ):
```
20
Properties=species:S:1:pos:R:3:forces:R:3:lowdin_charge:R:1
C 1.20768 -2.55594 -0.03024 0.5 1.8 -0.3 -0.081
C 0.68915 -1.21227 -0.75384 1.8 0.0 -0.6 -0.209
N 0.56006 0.03934 0.03180 0.2 -0.5 0.8 -0.175
C 0.72184 1.50736 -0.28360 -1.4 -2.2 -0.7 -0.124
C -0.74389 1.97686 -0.38817 -0.1 -3.1 -2.1 -0.189
C -1.43465 1.28162 0.77759 0.8 1.4 -1.2 -0.180
C -0.64609 -0.00872 0.79676 -0.9 -0.2 2.3 -0.249
H 0.60231 -2.68415 0.83937 -0.5 -0.5 0.6 0.047
H 2.23377 -2.58718 0.29952 0.5 0.7 0.3 0.050
H 1.19298 -3.42582 -0.67651 -0.8 0.0 -0.4 0.059
H 1.37796 -0.99949 -1.63344 -1.1 -0.4 0.8 0.123
H -0.31002 -1.58689 -1.00447 0.0 0.6 -0.9 0.084
H 1.26360 1.58770 -1.23431 0.4 0.6 0.7 0.118
H 1.07169 1.86862 0.67899 1.1 0.8 -0.5 0.113
H -0.88718 2.97111 -0.42466 -0.2 3.7 0.2 0.054
H -1.18620 1.64045 -1.40169 0.7 0.1 1.5 0.141
H -2.47978 1.18195 0.59392 -0.8 -0.6 -0.3 0.097
H -1.41643 1.90395 1.66256 0.6 0.0 0.5 0.104
H -0.55261 -0.21827 1.88739 0.3 -0.8 -0.7 0.127
H -1.26417 -0.68023 0.26304 -1.0 -1.4 0.3 0.089
```
Positions in Å, forces in eV/Å.